Record 1
Computed, not measured: the molecule C8H14, with wB97M-V/def2-TZVPD.

Last column: Löwdin charge in e.
Cartesian coordinates (Å):
C: -1.852 0.118 -0.129  -0.22
C: -1.245 -1.433 -0.037  -0.12
C: 0.119 -0.944 -0.046  -0.42
C: 1.621 -0.934 -0.354  -0.21
C: 1.763 0.559 -0.214  -0.21
C: 0.456 1.210 0.229  -0.35
C: -0.875 1.348 -0.455  -0.17
C: 0.221 0.046 1.154  -0.17
H: -2.673 0.306 0.689  0.12
H: -2.702 0.072 -0.837  0.09
H: -1.574 -2.088 0.748  0.10
H: -1.075 -1.940 -1.058  0.14
H: -0.033 -0.442 -1.061  0.12
H: 1.651 -1.037 -1.440  0.09
H: 2.335 -1.888 -0.083  0.16
H: 2.501 1.131 -1.011  0.15
H: 2.524 0.513 0.767  0.16
H: 0.525 2.266 0.628  0.15
H: -1.527 2.269 -0.207  0.13
H: -0.955 1.351 -1.617  0.14
H: 0.717 -0.583 2.096  0.19
H: -0.966 0.257 1.503  0.14

Cartesian forces (eV/Å) of the 3 atoms listed first:
C -4.559 -1.327 0.174
C 0.158 -0.158 -2.935
C 2.129 2.355 0.940

Summary:
**Largest force on an atom**: 7.43 eV/Å
**HOMO level**: -9.044 eV
**Relative energy (zero: lowest compared OMol25 entry of this formula, charge and spin)**: 8.559 eV
**SMILES string**: C1C[C@@H]2CC[C@@H](C1)C2
**Energy**: -312.9029 Ha
**Spin multiplicity**: 1
**LUMO level**: 1.068 eV

=====

Record 2
Computed, not measured: a cluster of 3 separate species, C4H15NO2 in total, with wB97M-V/def2-TZVPD.

Last column: Löwdin charge in e.
Cartesian coordinates (Å):
C: 0.480 -1.684 -1.245  -0.08
C: -0.249 -0.586 -0.433  -0.26
N: 0.205 -0.616 0.981  -0.29
C: -0.507 0.443 1.712  -0.10
C: -0.154 -1.932 1.545  -0.10
H: 0.585 -1.366 -2.280  0.07
H: 1.442 -1.816 -0.759  0.07
H: -0.128 -2.586 -1.271  0.06
H: -1.337 -0.618 -0.539  0.11
H: 0.095 0.390 -0.788  0.11
H: -1.526 0.600 1.331  0.08
H: 0.001 1.397 1.561  0.08
H: -0.512 0.229 2.777  0.08
H: -0.917 -2.426 0.931  0.08
H: 0.659 -2.648 1.671  0.08
H: -0.662 -1.921 2.516  0.08
H: -1.996 5.674 -3.339  0.03
H: -2.397 4.659 -4.323  0.01
O: -1.698 5.261 -4.144  -0.04
H: 3.480 -0.082 1.869  0.03
H: 2.099 -0.209 1.203  -0.03
O: 3.036 -0.163 1.024  -0.07

Cartesian forces (eV/Å) of the 3 atoms listed first:
C -1.004 0.773 0.254
C 1.714 0.313 -0.117
N -1.430 -0.653 0.388

Summary:
**Largest force on an atom**: 1.75 eV/Å
**HOMO level**: -9.284 eV
**Relative energy (zero: lowest compared OMol25 entry of this formula, charge and spin)**: 1.428 eV
**SMILES string**: CCN(C)C.O.O
**Energy**: -366.5987 Ha
**Spin multiplicity**: 1
**LUMO level**: 0.796 eV